Here is the ion C5H15N2O with charge +1 in a non-equilibrium geometry from the OMol25 dataset. Energies are from ωB97M-V with the def2-TZVPD basis set.

Output
ΔE to the lowest compared entry with this formula, charge and spin   37.6 kcal per mole
HOMO level   -13.34 eV
Total charge   +1
SMILES string   C[C@@H](O)CNCC[NH3+]
Electronic energy   -10448.93062 eV

Each atom is followed by the atoms it is bonded to, with distances in Å.
Atoms and positions in Å:
1 O 1.08 -0.19 -1.45  C7 1.434, H17 0.972
2 N -0.76 -0.52 0.46  C4 1.457, C5 1.468, H18 1.013
3 N -1.71 1.10 -1.31  C6 1.522, H9 1.036, H11 1.016, H20 1.022
4 C -1.37 0.64 1.09  N2 1.457, C6 1.530, H22 1.090, H23 1.092
5 C 0.58 -0.91 0.93  N2 1.468, C7 1.546, H13 1.088, H19 1.107
6 C -2.38 1.15 0.06  N3 1.522, C4 1.530, H14 1.076, H15 1.082
7 C 1.58 -0.37 -0.12  O1 1.434, C5 1.546, C8 1.516, H10 1.106
8 C 2.97 -0.97 -0.04  C7 1.516, H12 1.103, H16 1.092, H21 1.099
9 H -0.69 1.04 -1.16  N3 1.036
10 H 1.82 0.69 0.08  C7 1.106
11 H -2.06 1.88 -1.86  N3 1.016
12 H 3.05 -2.01 -0.40  C8 1.103
13 H 0.88 -0.61 1.94  C5 1.088
14 H -3.30 0.59 0.06  C6 1.076
15 H -2.54 2.21 0.21  C6 1.082
16 H 3.77 -0.51 -0.62  C8 1.092
17 H 0.72 -1.03 -1.77  O1 0.972
18 H -1.37 -1.32 0.42  N2 1.013
19 H 0.77 -2.00 0.97  C5 1.107
20 H -1.85 0.26 -1.88  N3 1.022
21 H 3.24 -0.91 1.02  C8 1.099
22 H -0.59 1.37 1.31  C4 1.090
23 H -1.84 0.40 2.05  C4 1.092



Here is an isolated molecule of CH5NOP2 in a non-equilibrium geometry from the OMol25 dataset. Energies are from ωB97M-V with the def2-TZVPD basis set.

Output
ΔE to the lowest compared entry with this formula, charge and spin   90.3 kcal per mole
HOMO level (spin up / spin down)   -8.90 / -8.43 eV
Electronic energy   -23228.54239 eV

Each atom is followed by the atoms it is bonded to, with distances in Å.
Atoms and positions in Å:
1 P 1.49 -0.02 -0.36  P2 2.148, N4 1.522, H6 1.524, H9 1.422
2 P 0.74 0.01 1.65  P1 2.148, O3 1.588
3 O -0.81 -0.19 1.34  P2 1.588, C5 1.398
4 N 1.32 -1.53 -0.39  P1 1.522
5 C -1.51 0.04 0.16  O3 1.398, H7 1.158, H8 1.060, H10 1.145
6 H 1.12 1.02 -1.41  P1 1.524
7 H -0.81 -0.10 -0.75  C5 1.158
8 H -2.04 0.96 0.19  C5 1.060
9 H 2.79 0.57 -0.30  P1 1.422
10 H -2.30 -0.75 -0.12  C5 1.145



Here is a cluster of 2 separate species, C4H6N2O in total in a non-equilibrium geometry from the OMol25 dataset. Energies are from ωB97M-V with the def2-TZVPD basis set.

Output
ΔE to the lowest compared entry with this formula, charge and spin   108.6 kcal per mole
HOMO level (spin up / spin down)   -8.78 / -8.78 eV
Electronic energy   -9268.79411 eV

Each atom is followed by the atoms it is bonded to, with distances in Å.
Atoms and positions in Å:
1 O -1.68 2.17 -0.11  C4 1.115
2 N -2.52 -2.07 -0.41  C5 1.146
3 N -1.10 -0.60 0.95  C5 1.313, C6 1.436
4 C -2.21 1.20 -0.03  O1 1.115, H10 1.126
5 C -1.86 -1.32 0.16  N2 1.146, N3 1.313
6 C 0.29 -0.28 0.83  N3 1.436, C7 1.513, H12 1.071, H13 1.086
7 C 0.79 -0.11 -0.59  C6 1.513, H8 1.159, H9 1.097, H11 1.121
8 H 0.18 0.73 -1.10  C7 1.159
9 H 1.75 0.43 -0.57  C7 1.097
10 H -3.14 0.56 -0.08  C4 1.126
11 H 0.86 -1.04 -1.21  C7 1.121
12 H 0.82 -0.83 1.58  C6 1.071
13 H 0.42 0.75 1.16  C6 1.086



Here is a cluster of 12 separate species, C41H63N5O21 in total in a non-equilibrium geometry from the OMol25 dataset. Energies are from ωB97M-V with the def2-TZVPD basis set.

Output
ΔE to the lowest compared entry with this formula, charge and spin   0.0 kcal per mole
HOMO level   -10.25 eV
SMILES string   O=C1OCCO1.O=C1OCCO1.O=C1OCCO1.O=C1OCCO1.O=C1OCCO1.O=C1OCCO1.O=C1OCCO1.CCCC#N.CCCC#N.CCCC#N.CCCC#N.CCCC#N
Electronic energy   -93984.85973 eV

Each atom is followed by the atoms it is bonded to, with distances in Å.
Atoms and positions in Å:
1 O 1.78 1.19 -6.44  C40 1.198
2 O -3.56 -1.65 -0.98  C63 1.185
3 O 2.00 -3.94 -0.90  C44 1.439, C55 1.353
4 O 0.27 -3.77 5.98  C30 1.292, C53 1.436
5 O 2.97 0.18 -3.05  C61 1.450, C62 1.329
6 O -1.83 -2.63 -1.89  C31 1.443, C63 1.310
7 O 1.58 -1.13 -1.80  C62 1.224
8 O -1.28 3.72 -3.38  C54 1.228
9 O 3.60 -3.05 0.40  C50 1.455, C55 1.346
10 O 1.04 5.27 -1.34  C58 1.483, C59 1.373
11 O 4.11 -3.72 -1.72  C55 1.231
12 O -3.35 4.52 -3.75  C49 1.434, C54 1.329
13 O 1.02 -5.41 4.76  C30 1.187
14 O -0.48 1.18 -6.45  C40 1.367, C42 1.391
15 O -3.69 -3.77 -1.66  C63 1.332, C67 1.403
16 O -3.06 2.34 -3.83  C32 1.482, C54 1.360
17 O 1.05 0.96 -2.24  C62 1.329, C65 1.501
18 O -0.73 5.42 0.04  C29 1.390, C59 1.341
19 O 0.59 -0.05 -4.92  C36 1.439, C40 1.366
20 O 2.25 -4.55 6.43  C30 1.325, C51 1.481
21 O 0.85 3.85 0.41  C59 1.212
22 N 0.61 -0.57 2.89  C43 1.158
23 N 6.12 3.34 1.01  C27 1.136
24 N -4.61 -5.22 3.26  C60 1.150
25 N 3.43 0.91 0.14  C48 1.154
26 N -6.36 3.57 -1.03  C45 1.168
27 C 5.23 3.17 1.70  N23 1.136, C64 1.438
28 C -2.06 -5.70 3.14  C41 1.553, C60 1.459, H100 1.106, H112 1.095
29 C -0.91 6.49 -0.84  O18 1.390, C58 1.469, H88 1.081, H128 1.122
30 C 1.18 -4.63 5.64  O4 1.292, O13 1.187, O20 1.325
31 C -1.47 -4.01 -2.08  O6 1.443, C67 1.505, H74 1.065, H126 1.078
32 C -4.47 2.58 -3.44  O16 1.482, C49 1.526, H98 1.123, H103 1.073
33 C 0.04 0.65 0.63  C43 1.472, C66 1.532, H70 1.109, H108 1.060
34 C 6.67 -0.07 -0.06  C39 1.534, C46 1.530, H72 1.119, H86 1.068
35 C -1.72 -3.17 2.66  C41 1.560, H106 1.132, H113 1.093, H118 1.093
36 C -0.81 -0.13 -4.60  O19 1.439, C42 1.525, H83 1.040, H104 1.075
37 C 3.18 2.56 4.89  C47 1.471, H87 1.082, H92 1.133, H99 1.129
38 C -5.37 0.47 0.08  C52 1.571, C57 1.497, H71 1.073, H96 1.102
39 C 6.36 -1.19 0.93  C34 1.534, H68 1.129, H77 1.108, H107 1.090
40 C 0.75 0.80 -5.98  O1 1.198, O14 1.367, O19 1.366
41 C -1.40 -4.63 2.22  C28 1.553, C35 1.560, H97 1.086, H119 1.089
42 C -1.44 0.33 -5.92  O14 1.391, C36 1.525, H95 1.079, H117 1.073
43 C 0.38 -0.03 1.90  N22 1.158, C33 1.472
44 C 1.31 -3.53 0.29  O3 1.439, C50 1.516, H123 1.090, H124 1.069
45 C -6.17 2.71 -0.26  N26 1.168, C57 1.490
46 C 5.58 0.17 -1.11  C34 1.530, C48 1.447, H121 1.098, H122 1.063
47 C 4.31 2.87 3.99  C37 1.471, C64 1.511, H73 1.085, H116 1.087
48 C 4.42 0.63 -0.37  N25 1.154, C46 1.447
49 C -4.65 3.98 -4.03  O12 1.434, C32 1.526, H93 1.102, H127 1.101
50 C 2.39 -3.02 1.22  O9 1.455, C44 1.516, H82 1.146, H91 1.101
51 C 2.09 -3.40 7.34  O20 1.481, C53 1.471, H84 1.080, H105 1.081
52 C -6.56 -0.26 -0.62  C38 1.571, H85 1.082, H90 1.171, H114 1.100
53 C 0.65 -3.16 7.22  O4 1.436, C51 1.471, H80 1.109, H102 1.112
54 C -2.44 3.54 -3.74  O8 1.228, O12 1.329, O16 1.360
55 C 3.30 -3.59 -0.80  O3 1.353, O9 1.346, O11 1.231
56 C -1.83 1.99 -0.45  C66 1.526, H79 1.123, H101 1.111, H130 1.087
57 C -5.87 1.69 0.79  C38 1.497, C45 1.490, H75 1.116, H78 1.106
58 C 0.14 6.33 -1.85  O10 1.483, C29 1.469, H120 1.116, H129 1.070
59 C 0.40 4.75 -0.25  O10 1.373, O18 1.341, O21 1.212
60 C -3.48 -5.43 3.33  N24 1.150, C28 1.459
61 C 2.95 1.54 -3.55  O5 1.450, C65 1.555, H81 1.074, H125 1.054
62 C 1.88 -0.08 -2.35  O5 1.329, O7 1.224, O17 1.329
63 C -3.08 -2.60 -1.48  O2 1.185, O6 1.310, O15 1.332
64 C 4.10 2.80 2.50  C27 1.438, C47 1.511, H94 1.114, H111 1.135
65 C 1.61 2.12 -3.01  O17 1.501, C61 1.555, H69 1.069, H110 1.065
66 C -1.35 1.26 0.79  C33 1.532, C56 1.526, H76 1.109, H115 1.078
67 C -2.80 -4.69 -2.25  O15 1.403, C31 1.505, H89 1.148, H109 1.049
68 H 6.27 -2.18 0.39  C39 1.129
69 H 0.93 2.44 -3.76  C65 1.069
70 H 0.09 -0.01 -0.26  C33 1.109
71 H -4.89 -0.23 0.75  C38 1.073
72 H 7.61 -0.25 -0.63  C34 1.119
73 H 4.62 3.87 4.26  C47 1.085
74 H -0.85 -4.04 -2.95  C31 1.065
75 H -6.85 1.63 1.32  C57 1.116
76 H -2.05 0.45 1.08  C66 1.109
77 H 7.17 -1.34 1.68  C39 1.108
78 H -5.13 2.18 1.45  C57 1.106
79 H -1.86 1.31 -1.35  C56 1.123
80 H 0.39 -2.08 7.24  C53 1.109
81 H 2.91 1.35 -4.61  C61 1.074
82 H 2.58 -3.63 2.17  C50 1.146
83 H -1.04 -1.12 -4.39  C36 1.040
84 H 2.45 -3.79 8.28  C51 1.080
85 H -7.29 -0.67 0.07  C52 1.082
86 H 6.88 0.84 0.46  C34 1.068
87 H 3.40 2.95 5.87  C37 1.082
88 H -1.89 6.34 -1.26  C29 1.081
89 H -2.86 -5.75 -1.80  C67 1.148
90 H -7.18 0.43 -1.34  C52 1.171
91 H 2.28 -1.99 1.59  C50 1.101
92 H 2.25 3.08 4.51  C37 1.133
93 H -5.39 4.49 -3.38  C49 1.102
94 H 3.26 3.46 2.17  C64 1.114
95 H -1.62 -0.47 -6.61  C42 1.079
96 H -4.59 0.82 -0.62  C38 1.102
97 H -1.80 -4.61 1.22  C41 1.086
98 H -4.40 2.55 -2.32  C32 1.123
99 H 2.98 1.45 4.98  C37 1.129
100 H -1.45 -5.74 4.07  C28 1.106
101 H -2.80 2.53 -0.36  C56 1.111
102 H 0.09 -3.73 8.00  C53 1.112
103 H -5.01 1.74 -3.84  C32 1.073
104 H -1.04 0.54 -3.79  C36 1.075
105 H 2.77 -2.67 6.92  C51 1.081
106 H -1.38 -2.96 3.72  C35 1.132
107 H 5.36 -1.01 1.32  C39 1.090
108 H 0.78 1.38 0.40  C33 1.060
109 H -3.11 -4.78 -3.24  C67 1.049
110 H 1.79 2.97 -2.38  C65 1.065
111 H 3.92 1.74 2.13  C64 1.135
112 H -2.00 -6.71 2.72  C28 1.095
113 H -1.15 -2.45 2.06  C35 1.093
114 H -6.22 -1.13 -1.20  C52 1.100
115 H -1.12 1.91 1.62  C66 1.078
116 H 5.25 2.35 4.16  C47 1.087
117 H -2.39 0.77 -5.72  C42 1.073
118 H -2.79 -2.93 2.64  C35 1.093
119 H -0.32 -4.76 2.25  C41 1.089
120 H 0.72 7.28 -1.94  C58 1.116
121 H 5.27 -0.74 -1.64  C46 1.098
122 H 5.91 0.95 -1.75  C46 1.063
123 H 0.61 -2.72 0.10  C44 1.090
124 H 0.76 -4.41 0.56  C44 1.069
125 H 3.85 1.94 -3.18  C61 1.054
126 H -0.93 -4.25 -1.18  C31 1.078
127 H -4.94 4.01 -5.09  C49 1.101
128 H -0.83 7.45 -0.26  C29 1.122
129 H -0.25 6.05 -2.81  C58 1.070
130 H -1.11 2.80 -0.62  C56 1.087



Here is an isolated molecule of C4H11NO2 in a non-equilibrium geometry from the OMol25 dataset. Energies are from ωB97M-V with the def2-TZVPD basis set.

Output
ΔE to the lowest compared entry with this formula, charge and spin   57.2 kcal per mole
HOMO level   -9.45 eV
SMILES string   N[C@@H](CO)CCO
Electronic energy   -9909.76275 eV

Each atom is followed by the atoms it is bonded to, with distances in Å.
Atoms and positions in Å:
1 O 1.04 -2.98 -0.29  C6 1.427, H8 0.968
2 O -0.61 2.56 1.17  C4 1.452, H14 1.004
3 N 0.82 0.82 -1.20  C7 1.508, H15 1.019, H16 1.064
4 C -1.08 1.46 0.34  O2 1.452, C7 1.530, H12 1.086, H17 1.120
5 C -0.44 -0.97 -0.10  C6 1.654, C7 1.558, H9 1.121, H13 1.103
6 C 0.60 -2.01 0.65  O1 1.427, C5 1.654, H10 1.164, H11 1.097
7 C 0.07 0.50 0.06  N3 1.508, C4 1.530, C5 1.558, H18 1.097
8 H 1.36 -2.70 -1.16  O1 0.968
9 H -0.58 -1.31 -1.15  C5 1.121
10 H 1.53 -1.43 1.05  C6 1.164
11 H 0.15 -2.69 1.38  C6 1.097
12 H -1.90 1.17 0.99  C4 1.086
13 H -1.38 -1.15 0.45  C5 1.103
14 H -0.46 3.44 0.70  O2 1.004
15 H 0.13 1.04 -1.91  N3 1.019
16 H 1.43 1.70 -1.19  N3 1.064
17 H -1.54 1.82 -0.62  C4 1.120
18 H 0.84 0.73 0.81  C7 1.097